C10H21HfNO2S2Si2 | the ωB97M-V functional and the def2-TZVPD basis

```
! wB97M-V def2-TZVPD RIJCOSX def2/J DEFGRID3
* xyz 4 1
H 0.0687 4.0537 -4.3713
C 2.9724 0.7272 -3.1791
C -0.1188 -2.6565 1.6337
H -0.6863 -2.8887 2.6498
H 2.0491 -0.7791 3.6634
H 1.9471 1.0614 2.0636
Hf 0.4923 -4.6385 2.6043
H 1.9718 1.4076 3.9084
C -1.5298 0.3277 0.1813
H 0.3949 -1.5757 3.9970
H -2.0019 1.6894 -2.2934
N 2.4261 1.7314 -3.7704
C 1.3271 1.3604 2.9676
Si -1.3499 0.4921 -1.7449
H -0.5755 0.6662 0.7052
H 0.4179 -3.6724 1.3428
Si 0.6318 1.6314 -3.4817
O 0.3742 0.7123 -2.0436
H -1.0020 -1.9977 -3.1444
C 0.0150 3.4423 -3.3961
H -0.0162 0.9268 -4.5954
H -0.2055 3.6626 -1.2037
H -1.8603 -3.2743 0.3989
H -1.2471 4.9568 -2.3354
C -0.5162 4.0975 -2.2116
H 1.0010 -0.8278 0.9533
S 3.5051 -0.6229 -2.4048
H -2.3262 1.1098 0.4646
H -2.2771 -0.9912 1.8169
H 0.8160 2.3690 2.8249
C 0.9778 -0.9011 3.2736
C -2.1014 -1.0881 0.6853
C 1.0509 -1.5710 1.8064
H -0.5788 -2.3672 -0.5242
H -3.1146 -1.2260 0.1825
S -2.1200 -1.2345 -2.7815
H 2.0692 -2.1018 1.7010
C -1.1603 -2.3622 0.4493
O 0.2795 0.3512 3.2076
*
```

Results
- gap between HOMO and LUMO (eV) = 2.57
- relative energy (zero: lowest compared OMol25 entry of this formula, charge and spin) (eV) = 4.3285

=====

C10H21LuN3P | the ωB97M-V functional and the def2-TZVPD basis

```
! wB97M-V def2-TZVPD RIJCOSX def2/J DEFGRID3
* xyz 0 1
C -1.2294 -1.2751 2.1870
H 1.5686 0.6075 -2.6102
H -0.4006 -1.7680 2.7070
H -1.5110 1.0450 0.5217
C 2.6330 0.5328 0.9277
H 1.7658 2.9441 -1.2875
H 2.6549 1.0145 -0.0626
N -0.7928 -0.9638 0.7953
C 0.5959 -0.6373 0.5669
C 0.8968 2.6034 -1.8486
H -2.7277 -0.2437 0.2011
H 2.0933 -1.0816 -0.7236
H -1.7409 -5.4531 -0.4479
N 1.2666 0.1807 1.3353
C -1.6720 0.0410 0.0938
H -1.3972 0.1151 -0.9974
C -0.3130 3.3413 -2.0421
C -1.1813 2.5927 -2.8961
C -0.5618 1.3726 -3.2227
H 3.2652 -0.3643 0.9079
H 1.4093 1.6983 2.7340
C 0.8061 1.3792 -2.5284
H -2.0614 -1.9831 2.1136
H 0.2343 0.4433 3.1694
H 0.2462 -5.1722 0.3747
H -1.5112 -4.6226 1.5484
H -1.5593 -0.3665 2.7037
H 3.0238 1.2328 1.6703
H -2.1705 2.9012 -3.2338
P -0.9832 -4.4273 0.2251
N 1.1006 -1.2095 -0.5395
H -0.5305 4.3217 -1.6200
C 0.6294 1.0419 2.3402
H -0.9313 0.5724 -3.8652
H -0.1694 1.6637 1.9051
Lu -0.7452 -2.0769 -1.1026
*
```

Results
- gap between HOMO and LUMO (spin up / spin down) (eV) = 4.70 / 4.72
- relative energy (zero: lowest compared OMol25 entry of this formula, charge and spin) (eV) = 2.7317

=====

C10H21N2O4 | the ωB97M-V functional and the def2-TZVPD basis

```
! wB97M-V def2-TZVPD RIJCOSX def2/J DEFGRID3
* xyz -1 1
O 0.7291 -0.2476 -3.5667
C -1.2094 -1.6690 -1.0250
H 0.9834 -0.9781 2.7221
C -2.7509 1.0817 -0.1392
H 1.4837 -0.5373 -1.3032
H 2.1783 1.5554 4.6531
H -2.2627 3.2383 -0.0191
H 1.2512 -1.5440 -5.6810
C 1.4801 -0.0808 2.3549
H -1.1981 -0.9181 -1.8482
H 2.5925 -2.3132 -4.7726
C -2.0151 2.2760 0.4534
C -2.3898 -1.2985 -0.1298
O 1.1266 -2.1962 -2.5000
C 2.0909 2.3416 3.9023
C 0.7932 2.2141 3.1276
H -1.5172 -2.6403 -1.4807
H 2.3791 0.0942 2.9417
O -2.2420 -0.0490 0.5429
H 1.7639 -0.2655 1.3222
O -0.0385 3.1147 3.1401
H -2.5220 -2.0568 0.6556
C 1.5095 -2.1491 -4.8011
C 1.1563 -1.5874 -1.0861
N 0.0281 -1.7605 -0.3158
H -3.3052 -1.2528 -0.7527
H -3.8421 1.1699 0.0215
C 1.0778 -1.4074 -3.5505
H 2.0893 3.3098 4.3948
H -2.2273 2.3433 1.5292
H 2.0243 -2.1222 -0.6589
N 0.5983 1.0652 2.4445
H 2.9530 2.2768 3.2375
H -2.5577 0.9968 -1.2217
H 1.0065 -3.1186 -4.8606
H -0.9395 2.1112 0.3285
H -0.2775 1.0031 1.9408
*
```

Results
- gap between HOMO and LUMO (eV) = 5.53
- relative energy (zero: lowest compared OMol25 entry of this formula, charge and spin) (eV) = 0.0000

=====

C10H21N3 | the ωB97M-V functional and the def2-TZVPD basis

```
! wB97M-V def2-TZVPD RIJCOSX def2/J DEFGRID3
* xyz 2 1
C -1.8055 3.5678 -1.3481
C -0.2188 1.8096 -2.4249
C 1.4414 -0.3279 2.0654
H -0.4571 -1.9939 2.0051
H -0.1898 -1.4316 -0.8278
N 0.0785 0.9499 0.6277
C 0.4693 -1.4122 -0.0509
H 0.4239 2.5446 -2.9411
H 2.5535 -4.8474 0.1515
H -1.6096 -1.6153 0.7116
H 2.3680 0.0094 1.4915
C 1.1796 -3.5801 -0.7346
H 0.0383 2.9874 -0.6450
N 2.0609 -4.5774 -0.6893
H -1.9026 0.9206 -0.3342
H -2.1368 4.0640 -0.4361
H 1.8168 -5.4765 -1.1590
H 1.7212 -1.2569 2.5380
H -0.9711 1.3857 -2.9785
C -1.0342 1.5267 -0.0220
C -0.6638 2.5072 -1.1742
H 0.4843 1.0819 -2.1625
N 1.3201 -2.4824 0.0237
H -1.1896 1.5270 2.3788
C -0.9416 -1.2072 1.4852
H 1.9470 -2.6052 0.8081
C -0.6941 1.8509 1.3736
H -2.6900 3.0743 -1.7901
H 1.1556 0.4505 2.8131
H -1.5172 -0.5417 2.1067
H 0.2617 -3.6399 -1.2717
C 0.3425 -0.3728 1.0132
H -1.3840 4.2761 -2.0431
H -0.2568 2.8347 1.4398
*
```

Results
- gap between HOMO and LUMO (spin up / spin down) (eV) = 5.69 / 5.70
- relative energy (zero: lowest compared OMol25 entry of this formula, charge and spin) (eV) = 2.4843
- structure (SMILES) = CC(C)[C@@H]1CN1C(C)(C)/C=[NH+]/C=[NH2+]

=====

C10H21N4O2S | the ωB97M-V functional and the def2-TZVPD basis

```
! wB97M-V def2-TZVPD RIJCOSX def2/J DEFGRID3
* xyz 1 1
S -2.4696 -4.4395 -1.4920
H -1.9811 -5.6977 -1.8796
H 0.8899 5.3184 2.6862
C 1.1776 -5.7011 -0.9278
H 1.3783 -4.7480 -3.0161
C 0.9186 2.5590 0.5229
H -1.0505 3.3298 0.0271
H 0.9217 5.2677 -0.3774
N -0.4540 -2.8131 -0.6123
N 0.3158 -0.8167 -1.0327
H -0.8795 0.6453 1.5003
C 1.2299 3.4144 1.7570
C 1.1809 5.6838 0.5997
H 0.7566 6.6917 0.6542
O -3.9900 -4.3851 -1.2064
H -0.6619 1.7858 -0.7067
C -1.3168 1.6327 1.3231
N 0.6098 -3.1851 -1.4199
H -2.2205 -3.2210 0.7549
C 1.0921 -4.5372 -1.8974
H 1.1677 -5.4189 0.2255
H -1.3010 2.1923 2.2628
H 1.1872 -6.8165 -1.3042
C 0.6444 4.8283 1.7361
H 2.1331 -1.7116 -2.4299
H -2.3649 1.4927 1.0384
H 2.2709 5.7720 0.6604
H -0.9494 -4.6659 0.6022
C -1.4811 -3.7809 0.0051
C 1.2008 -1.8274 -1.7318
H 1.4015 2.9987 -0.3570
H 2.3202 3.4831 1.8623
C -0.5695 2.3660 0.2198
H 0.8741 2.8996 2.6566
N -0.7173 -1.4804 -0.3317
O -2.1996 -3.4805 -2.7166
H 1.3837 1.5741 0.6596
H -0.4484 4.7909 1.6851
*
```

Results
- gap between HOMO and LUMO (eV) = 6.69

=====

C10H21N5O13 | the ωB97M-V functional and the def2-TZVPD basis

```
! wB97M-V def2-TZVPD RIJCOSX def2/J DEFGRID3
* xyz 0 1
H 1.1753 1.2560 -1.2596
C -5.2020 -1.7466 1.6440
H 5.6844 4.1001 -4.8557
C -1.8803 1.8422 1.9989
H 5.9365 -0.3214 -1.0568
C 1.0638 0.7994 1.5765
O -5.0196 -4.0888 3.5839
H -4.7727 -2.1194 0.7183
H 1.0519 2.7821 1.1786
H -4.5226 -1.0583 2.1342
O 1.3258 2.8767 -3.7804
H -3.3655 -6.5708 3.2217
N -4.4983 -5.0563 4.1109
H 4.4764 0.0972 -1.9989
N 6.2304 2.0694 -4.8419
O 4.2886 2.1795 -0.8158
O 2.5854 1.1598 -3.4186
O 5.1979 1.2229 0.8933
O -7.3238 -1.6661 0.7383
O -1.4831 0.7868 0.0265
H -2.8142 2.3449 1.7403
H 4.3840 2.9516 -4.4103
C 4.8851 -0.0552 -1.0056
H 0.5251 -0.0823 1.8925
C -1.8216 -0.1359 0.9326
H -5.4659 -2.5616 2.3134
C 0.6378 1.3221 -2.2007
C -4.4163 -6.3136 3.3161
O -6.5330 0.1541 1.5921
H -4.9577 -7.0799 3.8626
O -1.7542 -1.2873 0.8921
H 5.6961 3.3140 -3.2479
O 6.0592 0.9869 -4.3157
H -1.1581 2.7816 0.1111
H 2.1398 0.7301 1.5848
H -4.8635 -6.1385 2.3446
H -1.4374 2.2522 2.8923
N -6.4564 -1.0241 1.2969
O 6.9852 2.2941 -5.7663
N 4.7816 1.2227 -0.2473
H -0.1924 2.0141 -2.1253
O -4.0383 -5.0843 5.2307
O -2.2566 0.4661 2.0788
H 0.2957 0.3439 -2.5252
C -0.9767 1.9293 0.7494
N 1.5920 1.8308 -3.2212
H 4.3190 -0.8062 -0.4618
C 0.4584 1.8802 1.1964
C 5.4349 3.2057 -4.2967
*
```

Results
- gap between HOMO and LUMO (eV) = 10.64
- structure (SMILES) = C=C[C@@H]1COC(=O)O1.C[N+](=O)[O-].C[N+](=O)[O-].C[N+](=O)[O-].C[N+](=O)[O-].C[N+](=O)[O-]

=====

> What is the formula in the fourth record?

C10H21N3